Entry 1:
C6H9NO | ωB97M-V with the def2-TZVPD basis set

Element x y z (Å)
1 C 2.347 -0.846 -0.206
2 C -3.243 -0.485 0.041
3 H 3.156 -0.957 0.479
4 C 1.200 1.452 0.000
5 C -1.868 -0.649 -0.109
6 O -3.761 0.633 0.024
7 H 1.251 -0.255 1.609
8 C 1.376 0.003 0.533
9 H 1.828 1.776 -0.860
10 H -1.365 -1.599 -0.150
11 H 0.927 2.262 0.588
12 H -3.957 -1.333 0.090
13 C -1.082 0.470 -0.144
14 H 1.917 -1.930 -0.165
15 N 0.233 0.461 -0.292
16 H -1.531 1.429 -0.130
17 H 2.573 -0.432 -1.308

Atomic forces in eV per Å
-1.081 -1.613 -1.319
-2.769 1.397 -0.395
1.483 0.231 -0.157
1.109 -1.396 -1.040
2.710 0.304 0.325
-0.106 -0.472 0.279
-0.345 0.542 -0.899
-0.899 1.648 -1.202
-0.320 -0.463 0.624
-0.172 -0.391 0.005
-0.530 1.204 1.505
0.599 -0.238 0.115
-1.247 -1.339 0.075
0.631 1.738 -0.845
1.895 -0.751 0.312
-0.621 0.844 -0.095
-0.336 -1.245 2.713

Computed properties:
SMILES = C[C@H]1CN1/C=C/C=O
Kohn-Sham gap = 8.821 eV
Total charge = 0


Entry 2:
C19H12BrCl2F4O4PSW | ωB97M-V with the def2-TZVPD basis set

Element x y z (Å)
1 C 1.383 -0.989 1.968
2 H 2.589 -1.856 3.488
3 C 1.911 -1.180 -2.240
4 C 0.938 -0.161 -2.051
5 C 1.764 -3.353 2.168
6 C 2.497 -1.318 -3.477
7 C 0.413 -2.590 0.341
8 H 2.218 -4.178 2.710
9 C -0.158 4.397 -0.292
10 H 2.225 -1.818 -1.424
11 F -0.096 5.644 -0.535
12 C 2.121 -0.473 -4.523
13 H 2.587 -0.589 -5.495
14 H 0.892 1.179 -5.165
15 O -2.134 -1.699 -0.353
16 F -2.039 4.182 -1.696
17 H -3.277 0.312 3.998
18 Br -2.666 1.223 -1.237
19 P 0.259 -0.029 -0.475
20 H -2.356 1.851 4.390
21 C -2.547 1.051 3.677
22 C 0.722 3.814 0.636
23 S -3.209 -2.111 0.739
24 C -1.157 3.603 -0.936
25 O -2.224 -1.941 1.909
26 F 1.488 1.976 1.767
27 Cl -3.053 1.745 2.089
28 C 0.639 2.462 0.902
29 C 1.962 -2.037 2.624
30 C 0.568 0.702 -3.113
31 O -3.980 -3.251 0.574
32 H -0.166 -2.804 -0.547
33 F 1.605 4.549 1.236
34 H 1.577 0.009 2.318
35 O -3.794 -0.697 0.814
36 H 3.255 -2.074 -3.635
37 H -0.166 1.485 -2.982
38 C -1.183 2.271 -0.691
39 C 1.161 0.534 -4.339
40 Cl -0.990 0.218 3.273
41 C 1.009 -3.618 1.015
42 C -0.288 1.579 0.231
43 C 0.541 -1.218 0.810
44 W -1.736 -0.165 0.866
45 H 0.895 -4.636 0.663

Atomic forces in eV per Å
0.000 -0.084 0.016
-0.005 0.008 0.005
0.022 -0.045 0.020
-0.113 -0.094 0.095
0.006 -0.048 -0.029
0.010 0.005 -0.020
-0.004 0.026 -0.055
0.002 -0.001 -0.001
0.020 -0.116 0.000
-0.004 -0.008 0.006
-0.017 0.025 -0.011
-0.005 0.004 -0.004
0.000 -0.004 -0.003
0.001 0.002 -0.002
0.021 -0.042 -0.267
0.013 0.024 0.000
-0.005 -0.006 0.006
0.113 0.008 -0.041
0.203 0.249 -0.114
-0.012 -0.001 -0.009
0.032 0.012 -0.074
-0.060 0.116 -0.053
-0.105 0.072 0.317
0.021 0.129 0.083
0.009 -0.030 -0.175
0.093 -0.072 -0.016
0.136 -0.067 0.005
-0.183 -0.114 -0.035
-0.023 0.063 0.014
-0.016 0.055 -0.047
0.007 0.014 -0.030
0.006 -0.007 0.002
-0.005 0.007 0.004
0.037 0.066 0.003
0.098 -0.118 0.098
0.001 -0.004 0.005
0.017 -0.007 -0.003
0.025 -0.230 0.201
0.001 0.002 -0.006
-0.252 0.120 0.074
-0.017 -0.008 0.010
0.229 0.250 -0.238
-0.159 0.088 0.012
-0.136 -0.240 0.257
-0.002 0.000 -0.001

Computed properties:
Kohn-Sham gap = 6.425 eV
Total charge = +4


Entry 3:
C6H9N3OS | ωB97M-V with the def2-TZVPD basis set

Element x y z (Å)
1 H 2.418 -0.602 -0.370
2 H 2.883 -2.876 1.356
3 H 4.161 -1.821 0.700
4 H -3.210 1.978 -0.593
5 H -2.801 2.127 -2.313
6 H -1.488 0.713 0.936
7 H 3.435 -1.477 2.288
8 C 0.745 0.382 -1.291
9 C 3.240 -1.846 1.277
10 S 0.160 -1.391 2.275
11 O 1.903 0.070 -1.637
12 N 2.272 -1.002 0.622
13 N 0.330 0.387 0.024
14 C -0.375 0.816 -2.059
15 C -1.420 0.989 -1.191
16 H -3.451 0.610 -1.690
17 H -0.385 0.936 -3.122
18 C 1.072 -0.864 1.076
19 N -0.995 0.679 0.056
20 C -2.803 1.457 -1.458

Atomic forces in eV per Å
-0.084 0.022 0.345
0.025 0.049 -0.031
-0.019 -0.013 0.013
-0.056 0.031 -0.038
-0.057 0.041 0.011
0.161 0.023 -0.142
-0.001 -0.042 -0.081
-0.270 0.362 -0.177
0.126 -0.251 0.308
-0.268 -0.312 0.601
0.249 -0.050 -0.180
0.034 0.131 -0.582
2.127 -2.131 1.629
-0.180 -0.030 0.090
0.329 -0.113 0.034
-0.024 0.025 0.030
-0.033 0.100 -0.229
-1.603 2.506 -1.738
-0.359 -0.273 0.070
-0.097 -0.076 0.066

Computed properties:
SMILES = CNC(=S)n1[nH]c(C)cc1=O
Kohn-Sham gap = 9.101 eV
Total charge = 0


Entry 4:
C21H24N2O2 | ωB97M-V with the def2-TZVPD basis set

Element x y z (Å)
1 H -3.778 1.750 -0.971
2 H -2.635 3.239 -2.525
3 H 3.404 -1.571 -2.712
4 C 0.841 -1.053 -3.434
5 H -1.230 -4.057 -0.205
6 C 1.839 -0.894 -1.179
7 C 2.947 -1.853 -1.642
8 C -1.066 1.791 2.422
9 C -1.436 -1.935 2.417
10 H 1.438 -1.091 -0.179
11 N -1.021 0.365 2.868
12 O -0.627 2.549 3.483
13 C 4.104 -1.530 -0.726
14 C 4.476 -0.084 -0.478
15 C -0.504 3.105 0.504
16 C -1.448 -3.092 1.637
17 C -1.135 -2.919 0.388
18 H 3.550 1.791 -0.165
19 H -0.994 0.111 3.823
20 H 5.340 -0.091 0.297
21 H -1.604 -1.801 3.450
22 C -0.756 -1.591 -0.326
23 H 3.983 -2.040 0.530
24 H -1.729 -4.124 2.065
25 C -0.816 -0.637 2.035
26 H 5.123 -2.150 -0.900
27 H 3.036 0.480 1.022
28 O -1.470 -1.931 -2.408
29 C -2.081 2.979 -1.274
30 C -2.980 2.169 -0.761
31 H 1.500 -1.720 -3.880
32 C 2.241 0.584 -1.262
33 C -0.698 -1.663 -1.574
34 H 2.884 -2.736 -1.706
35 C -1.121 3.468 -0.781
36 C -2.483 1.601 0.698
37 H -3.262 0.979 1.225
38 H 4.991 0.350 -1.322
39 H 2.440 0.867 -2.346
40 C -0.584 -0.584 0.616
41 H 0.396 3.598 0.883
42 H 1.124 -0.150 -3.823
43 N 0.560 -1.123 -2.028
44 C -1.324 2.346 1.188
45 H -0.399 4.204 -1.312
46 H -0.261 0.289 0.223
47 H -0.153 -0.981 -3.923
48 H 1.200 1.005 -0.908
49 C 3.343 0.880 -0.256

Atomic forces in eV per Å
-7.407 -3.325 -3.178
2.462 -0.033 3.475
-1.338 -0.073 1.922
-3.943 0.067 0.024
0.532 3.918 0.881
-2.334 -1.387 -1.918
3.514 13.570 -0.533
5.595 0.689 12.815
2.665 3.182 0.307
1.146 -0.203 -0.027
-0.066 4.908 -2.420
-2.719 -3.097 -5.734
3.074 -3.020 4.503
2.503 0.479 0.163
-0.853 3.196 -3.707
-0.882 -0.410 4.494
0.689 -2.000 -7.514
2.098 7.466 0.596
0.050 0.909 1.147
-1.774 0.296 -0.796
-0.984 -1.168 1.273
-3.253 -4.630 17.462
-0.469 1.443 -3.560
0.418 1.932 -0.702
-3.286 -6.814 -4.214
-2.328 1.440 -0.349
-0.040 1.428 -3.708
-3.970 -1.944 -2.300
-13.368 -2.924 -12.235
7.635 -1.974 10.951
0.791 -1.972 -0.453
-2.723 -0.131 0.678
6.450 3.145 -10.951
-2.168 -12.329 -0.400
16.553 7.416 5.969
-2.376 4.271 -5.509
1.653 0.646 -0.170
0.430 -0.278 -1.019
0.001 -0.082 1.476
-0.177 -1.165 0.747
-0.430 -0.452 -0.125
1.594 3.049 0.076
2.473 0.390 0.430
-4.382 -5.705 0.231
-1.648 -1.186 0.401
0.866 2.833 -1.125
0.393 -1.286 -0.024
2.203 0.238 -0.977
-2.872 -9.326 3.630

Computed properties:
Kohn-Sham gap = 7.880 eV
Total charge = 0


Q: Which ΔE to the lowest compared entry with this formula, charge and spin values were calculated for the entries above? A: 3.019; 0.457; 0.489; 17.426, in eV.